Here is an isolated molecule of C18H19BrN4O2S in a non-equilibrium geometry from the Open Molecules 2025 dataset. Energies are from ωB97M-V/def2-TZVPD.

Largest force on an atom, eV/A: 1.36
Spin multiplicity: 1
SMILES: Brc1cccc(-c2nnc3sc(CN4CCC5(CC4)OCCO5)cn23)c1
Relative energy (zero: lowest compared OMol25 entry of this formula, charge and spin), kcal/mol: 7.3
Net charge: 0
Total energy, eV: -109906.4048
Highest occupied orbital energy, eV: -8.26

```
45
Properties=species:S:1:pos:R:3:forces:R:3:nbo_charge:R:1
Br -9.1380 0.2054 -0.1667 0.2 0.0 0.0 0.057
C -7.2749 0.5942 -0.1196 -0.2 0.0 0.0 -0.053
C -6.3677 -0.4314 -0.2848 0.0 0.1 0.0 -0.237
C -5.0013 -0.1483 -0.2442 -0.3 0.5 0.1 0.010
C -4.5789 1.1669 -0.0578 0.0 -0.2 0.0 -0.233
C -5.5080 2.1784 0.1072 0.0 0.0 0.0 -0.190
C -6.8637 1.9024 0.0851 -0.1 0.0 0.0 -0.244
H -7.5908 2.6884 0.2167 -0.1 0.0 0.0 0.230
H -5.1751 3.1954 0.2500 0.0 0.1 0.0 0.219
H -3.5282 1.4110 -0.0722 0.1 0.0 0.0 0.207
C -4.0820 -1.2502 -0.4306 0.3 -0.4 -0.1 0.263
N -4.3991 -2.3791 -1.0278 -0.9 0.9 0.0 -0.249
N -3.3494 -3.1966 -1.0613 1.1 -0.8 0.0 -0.290
C -2.3690 -2.5677 -0.4686 -0.3 0.3 0.1 0.136
N -2.7645 -1.3169 -0.0427 -0.5 -0.9 -0.6 -0.354
C -1.7840 -0.6299 0.6319 0.8 0.2 0.4 -0.053
C -0.6334 -1.3239 0.7203 -0.4 0.1 -0.1 -0.173
S -0.7263 -2.8951 -0.0617 0.1 0.1 0.0 0.426
C 0.6491 -0.9255 1.3710 0.0 -0.1 0.1 -0.246
N 1.7512 -1.1803 0.4687 -0.1 0.0 0.1 -0.445
C 1.7205 -0.2779 -0.6760 -0.1 0.0 -0.3 -0.225
C 3.0713 -0.2095 -1.3691 0.2 0.2 0.2 -0.449
H 3.4052 -1.2056 -1.6553 0.0 -0.1 0.0 0.230
H 2.9995 0.4065 -2.2648 0.0 -0.1 0.0 0.238
C 4.1360 0.4028 -0.4520 -0.3 -0.2 0.1 0.548
C 3.8276 0.0669 1.0245 0.0 0.0 -0.2 -0.487
C 3.0601 -1.2513 1.1000 0.3 0.0 0.1 -0.214
H 3.6432 -2.0250 0.5895 0.1 0.0 0.2 0.201
H 2.9383 -1.5583 2.1404 0.0 -0.1 -0.1 0.205
H 4.7602 -0.0100 1.5842 0.0 0.1 0.0 0.223
H 3.2334 0.8788 1.4488 0.0 0.0 0.0 0.214
O 5.4065 -0.0875 -0.8347 -0.3 -0.2 -0.2 -0.529
C 6.3585 0.9266 -0.5976 0.2 0.2 0.1 -0.100
H 6.9667 0.6892 0.2835 0.0 0.0 -0.1 0.172
C 5.5192 2.2039 -0.3813 0.3 0.1 0.2 -0.099
H 5.7749 3.0073 -1.0734 0.0 0.0 0.1 0.195
O 4.1967 1.8017 -0.6523 -0.3 -0.1 -0.2 -0.530
H 5.6099 2.5688 0.6502 0.0 0.0 -0.1 0.167
H 7.0066 0.9917 -1.4746 0.0 0.0 0.1 0.190
H 0.9668 -0.6443 -1.3802 0.0 0.2 0.0 0.212
H 1.4309 0.7431 -0.3726 -0.1 0.0 0.0 0.171
H 0.5724 0.1332 1.6840 0.0 -0.1 0.0 0.182
H 0.7896 -1.5401 2.2660 0.0 0.1 0.0 0.219
H -1.9756 0.3401 1.0500 0.0 0.1 0.0 0.231
H -6.6846 -1.4486 -0.4501 -0.1 -0.1 0.0 0.255
```
Positions in Å, forces in eV/Å.